# 1
Below is a molecular structure, C16H36AsF6N6OTi, with properties calculated with the ωB97M-V functional and the def2-TZVPD basis.

The HOMO energy comes out at -18.561 eV. As for the spin multiplicity: 1. Its total charge is +3. As for the total energy: -4718.76909 a.u. The LUMO energy comes out at -11.2 eV.

Last column: Mulliken charge in e.
Geometry (Å):
Ti 0.32059 -0.50943 0.22279  0.598
C -0.10986 0.95302 3.61243  -0.973
C -1.19468 -0.02912 3.16245  -0.653
N -1.37607 -0.22075 1.67376  0.191
C -2.45903 -1.24182 1.51938  -0.765
C -2.55154 -1.66766 0.08111  -0.549
N -1.18035 -1.92185 -0.43298  -0.040
C -0.74339 -3.36542 -0.38195  -0.774
C -0.63227 -3.94847 1.01012  -0.958
C 0.33348 -3.26228 1.98944  -0.757
N 1.10088 -2.06200 1.47861  0.667
C 1.88325 -1.50545 2.63776  -0.555
C 2.44730 -0.15305 2.27599  -0.868
N 1.39164 0.67484 1.60065  -0.143
C 0.66384 1.62212 2.50534  -0.840
H 0.57587 0.45738 4.29945  0.308
H -0.56694 1.75256 4.19525  0.433
H -2.16319 0.28158 3.55413  0.715
H -1.00845 -1.02032 3.56964  0.253
H -1.75832 0.65477 1.31027  0.385
H -3.40695 -0.83657 1.87475  0.546
H -2.20498 -2.07930 2.16340  0.337
H -2.99840 -0.88024 -0.52727  0.385
H -3.17407 -2.55687 -0.02283  0.430
H -1.18701 -1.70389 -1.42729  -0.043
H 0.19954 -3.42472 -0.92127  0.319
H -1.47243 -3.94456 -0.94995  0.558
H -0.31843 -4.98344 0.87413  0.453
H -1.62078 -4.01324 1.46520  0.300
H 1.08073 -3.97302 2.34101  0.641
H -0.20034 -2.91991 2.87314  0.363
H 1.80323 -2.43135 0.82589  0.413
H 2.68512 -2.19304 2.90688  0.564
H 1.20414 -1.44895 3.48466  0.362
H 3.27289 -0.25969 1.57652  0.340
H 2.82435 0.35673 3.16299  0.518
H 1.90533 1.26878 0.95201  0.131
H 0.01089 2.22115 1.87164  0.288
H 1.40524 2.29586 2.93718  0.468
F 1.12402 -1.35368 -1.22681  -0.518
As 3.25482 -0.80731 -1.83676  1.668
F 2.38427 0.07296 -2.98559  -0.420
F 3.11199 -2.19332 -2.76189  -0.370
F 4.79308 -0.26229 -2.12075  -0.314
F 3.54822 -1.76867 -0.46187  -0.450
F 2.76315 0.42776 -0.69532  -0.528
C -1.32817 -0.05089 -3.06787  -0.729
N -1.16683 1.37856 -2.79553  0.033
C -1.69020 2.31853 -3.82365  -0.518
C -0.81068 3.54268 -3.90634  -0.723
C -0.67238 4.12719 -2.52093  -0.527
N -0.17699 3.09136 -1.57554  0.115
C 0.79493 3.55340 -0.58447  -0.829
C -0.50371 1.82354 -1.74357  0.557
O -0.18734 0.92312 -0.78369  -0.305
H -1.37581 -0.18162 -4.14544  0.649
H -2.26014 -0.43879 -2.65155  0.208
H -0.45653 -0.60041 -2.72436  0.052
H -2.71573 2.58007 -3.55855  0.302
H -1.71522 1.77906 -4.76628  0.380
H -1.26281 4.27442 -4.57358  0.411
H 0.16989 3.28339 -4.30990  0.298
H -1.62529 4.50417 -2.14621  0.297
H 0.04237 4.94529 -2.49766  0.381
H 1.45574 4.26636 -1.07268  0.516
H 1.41470 2.72962 -0.25999  0.041
H 0.30987 4.05312 0.25232  0.278

# 2
Below is a molecular structure, C33H34N5O3STc at a distorted geometry, with properties calculated with the ωB97M-V functional and the def2-TZVPD basis.

The HOMO energy (spin up / spin down) comes out at -9.473 / -9.575 eV. As for the spin multiplicity: 2. Its total charge is +1. As for the total energy: -2256.13896 a.u. The LUMO energy (spin up / spin down) comes out at -5.1 / -4.6 eV. The expectation value of S² is 0.89.

Last column: Mulliken charge in e.
Geometry (Å):
Tc -0.45948 -1.78107 -0.02415  0.510
C 0.03964 8.15053 -4.74821  -0.857
O 0.12239 6.73069 -4.80934  -0.405
C 1.10648 6.11417 -4.11991  0.796
C 2.11115 6.77269 -3.41590  -0.389
C 3.07089 6.01996 -2.75278  -0.538
C 3.00988 4.63396 -2.74566  -0.099
C 2.03160 3.97996 -3.50688  0.116
C 1.09401 4.70896 -4.18966  -0.765
N 4.04522 3.98755 -2.03401  -0.790
N 3.90284 2.79776 -1.64507  -0.185
C 2.74055 2.23863 -1.16241  -0.283
C 1.63613 2.90862 -0.63674  -0.383
C 0.49685 2.22789 -0.22760  -0.882
C 0.43268 0.84427 -0.32501  0.935
O -0.67676 0.12836 -0.09962  -0.527
C 1.60121 0.14236 -0.65057  0.533
N 1.51052 -1.22010 -0.54065  0.048
C 2.54022 -1.94741 -0.95643  -0.148
C 3.72373 -1.36721 -1.41656  -1.256
C 3.84434 0.00245 -1.47006  -0.366
C 2.75267 0.80191 -1.09882  0.480
H -0.87783 8.41735 -5.26360  0.233
H 0.89517 8.59907 -5.25656  0.353
H -0.00608 8.48943 -3.71182  0.358
H 2.17022 7.84797 -3.40693  0.430
H 3.87909 6.49839 -2.21836  0.439
H 2.04357 2.90305 -3.59008  0.438
H 0.34357 4.23398 -4.80463  0.449
H 1.67388 3.98469 -0.54069  0.447
H -0.36351 2.75847 0.15395  0.514
H 2.43008 -3.02062 -0.89186  0.660
H 4.54011 -2.01022 -1.70840  0.430
H 4.75947 0.46976 -1.80077  0.541
C -0.45475 -4.93403 0.75234  -0.698
C 0.57520 -4.87395 1.87266  0.468
C 1.95039 -4.46962 1.34631  -1.362
C 0.21960 -4.03482 3.08335  0.564
C 0.34714 -4.59103 4.35385  -1.084
C 0.12471 -3.84087 5.49755  -1.321
C -0.23528 -2.50250 5.38713  -0.379
C -0.39604 -1.90944 4.14111  -0.271
C -0.83808 -0.46855 3.96268  1.163
C -0.52623 0.41514 5.16513  -1.946
C -2.33253 -0.41702 3.63040  -1.081
C -0.16347 -2.70593 3.02362  0.749
O -0.35501 -2.10880 1.80407  -0.143
H -0.15723 -5.66783 0.00385  0.489
H -0.56990 -3.98356 0.19469  -0.167
H -1.44916 -5.20051 1.11298  0.425
H 0.65838 -5.89867 2.24798  0.649
H 1.94270 -3.42149 1.03933  0.052
H 2.25500 -5.08816 0.50069  0.442
H 2.70820 -4.56949 2.12317  0.438
H 0.64000 -5.62993 4.43345  0.433
H 0.23222 -4.29571 6.47175  0.415
H -0.39380 -1.91658 6.27860  0.373
H -0.29430 -0.06453 3.10363  -0.103
H -1.13246 0.14634 6.02997  0.389
H -0.74620 1.45702 4.93446  0.457
H 0.52224 0.34982 5.45364  0.431
H -2.92290 -0.59936 4.52996  0.405
H -2.59699 -1.18533 2.90273  0.035
H -2.62319 0.55351 3.23085  0.370
C -5.78285 -1.89781 -3.16566  -1.223
C -4.66089 -1.92143 -2.18037  1.024
C -4.86242 -1.64373 -0.82957  -1.110
C -3.76938 -1.68856 0.00536  0.029
N -2.57150 -2.01169 -0.47684  -0.075
C -2.46238 -2.22179 -1.79986  0.484
S -0.75982 -2.46616 -2.22711  -0.428
N -3.44400 -2.19731 -2.66615  -0.553
H -6.75116 -1.98041 -2.67931  0.376
H -5.65999 -2.70305 -3.88607  0.364
H -5.75250 -0.95624 -3.71629  0.284
H -5.84030 -1.40722 -0.44136  0.391
H -3.83556 -1.49498 1.06706  0.409